23
Properties=species:S:1:pos:R:3 method="wB97M-V/def2-TZVPD" e_lumo_ha=0.0195 mol_weight_g_mol=181.26 relative_energy_kj_mol=425.3 energy_ev=-23880.04676 max_force_ev_per_a=4.12 gap_ev=9.65
C 3.047 -0.363 -1.938
C 2.867 -1.287 -0.852
C 2.028 0.465 -2.272
C 1.767 -1.228 -0.010
C 0.794 0.351 -1.538
C 0.722 -0.472 -0.468
C -2.654 1.568 2.370
C -2.820 1.036 1.176
C -1.706 0.885 0.224
N -0.589 -1.385 1.790
O -1.718 -1.653 -0.591
S -0.881 -0.819 0.313
H 3.963 -0.281 -2.378
H 3.801 -1.665 -0.518
H 2.219 1.150 -3.092
H 1.785 -1.802 0.954
H -0.053 0.852 -1.706
H -3.365 1.730 3.168
H -1.801 2.116 2.806
H -3.790 0.625 1.092
H -0.850 1.491 0.529
H -1.830 1.098 -0.848
H -0.937 -2.411 1.791